No. 1
38
Properties=species:S:1:pos:R:3:forces:R:3:mulliken_charge:R:1 method="wB97M-V/def2-TZVPD" total_charge=+3 lumo_ev="-11.96 / -14.62" multiplicity=5 gap_ev="7.7 / 5.0"
I 1.38162 -3.97164 -0.55690 1.105 -0.648 -0.157 0.49
I -1.11579 -3.82978 -0.32448 -1.181 -0.587 0.027 0.48
Os 0.08498 1.08227 -1.25270 0.739 4.430 5.784 0.88
P -0.37532 1.64419 -3.34228 -1.233 0.336 -6.987 0.60
C -0.50090 0.22771 -4.52710 0.139 -0.082 0.989 -1.39
C -2.01918 2.38992 -3.74319 -0.033 -0.112 0.977 -1.00
H 1.08433 3.55981 -3.89275 0.042 -0.031 -0.067 0.41
H 0.48746 2.71018 -5.35228 -0.187 -0.136 0.208 0.41
H 1.78966 1.98811 -4.37082 -0.071 0.171 -0.028 0.41
C 0.87306 2.58691 -4.33696 0.315 0.123 1.109 -1.03
H -2.18750 3.31073 -3.19234 -0.053 0.092 0.027 0.41
H -2.06768 2.58308 -4.82124 0.298 -0.138 0.199 0.40
H -0.69738 0.62309 -5.52613 0.017 -0.058 0.187 0.50
H -1.32298 -0.41749 -4.19889 0.146 -0.046 -0.356 0.41
H -2.79279 1.65567 -3.47969 0.111 0.242 -0.060 0.41
H 0.44816 -0.31941 -4.50979 -0.267 -0.015 -0.306 0.41
C 0.11063 -0.63630 -1.85164 0.032 -6.357 -3.981 0.49
O 0.13153 -1.67651 -2.40224 -0.025 3.732 2.341 -0.40
Cl 0.01255 3.43865 -1.13376 0.036 -1.291 0.071 -0.21
O 0.40327 0.70926 0.74263 -0.146 0.541 -1.288 -0.67
C 0.61708 -0.02653 1.74509 0.400 -2.180 1.474 0.43
C 1.12031 0.52069 3.04928 -0.397 0.588 -0.269 -0.69
C 0.07097 0.33310 4.15828 -0.819 -0.049 0.564 -0.59
C 0.07089 -1.04695 4.83626 -0.027 0.292 0.303 -0.68
C -0.32741 -2.18788 3.91635 -0.123 -0.266 0.239 -0.75
C 0.60879 -2.31834 2.72900 0.140 -0.904 0.653 -0.43
N 0.39115 -1.34663 1.68553 0.120 1.411 -1.501 0.61
H 2.04279 0.01044 3.33170 0.137 -0.019 -0.148 0.40
H 1.32200 1.58510 2.91218 0.104 -0.160 -0.058 0.36
H 0.21630 1.10253 4.93409 0.139 -0.248 -0.416 0.39
H -0.93503 0.52357 3.74151 0.293 0.045 0.155 0.34
H 1.07512 -1.25011 5.24218 -0.274 0.069 0.011 0.31
H -0.63092 -1.01877 5.68816 0.383 0.023 -0.313 0.36
H -0.30260 -3.13712 4.47657 0.040 0.315 -0.209 0.36
H -1.35878 -2.06267 3.56423 0.084 -0.011 -0.012 0.33
H 1.65146 -2.29504 3.04814 0.090 0.074 0.063 0.30
H 0.46544 -3.28627 2.24286 0.000 -0.005 0.178 0.37
H 0.17472 -1.75757 0.77112 -0.074 0.859 0.601 -0.42



No. 2
31
Properties=species:S:1:pos:R:3:forces:R:3:mulliken_charge:R:1 method="wB97M-V/def2-TZVPD" total_charge=+1 lumo_ev=-4.88 e_above_lowest_kj_mol=308.4 gap_ev=7.4
C -0.30996 2.77966 1.20203 0.261 -3.780 -0.792 -0.98
C -0.75573 1.77913 0.40084 -0.877 2.585 0.973 0.21
C -3.06837 -1.21407 -0.32236 3.646 1.068 -1.259 -1.51
C -1.04745 -0.87277 1.31623 -1.144 1.205 4.520 -1.15
C -1.18459 0.45905 -1.72091 -1.400 2.473 1.150 -1.45
C 2.48729 -1.37789 -1.25994 0.172 -0.219 -0.420 -0.84
C 1.88891 0.90933 -0.48897 -3.239 0.880 -4.966 -0.73
C 2.55504 -0.66206 1.11239 -0.836 -0.768 -1.544 -0.17
C -2.14715 -0.21731 0.51636 -1.230 0.504 -0.474 0.49
C -1.49111 0.92404 -0.29832 1.725 -1.874 0.859 0.44
N 2.30334 -0.36648 -0.15042 0.506 -3.059 3.049 0.24
H -0.97136 3.53692 1.49560 -0.679 1.296 0.015 0.34
H -2.36326 -1.89194 -0.94493 -1.434 0.956 0.852 0.27
H -3.77696 -0.69773 -0.96530 0.072 0.012 -0.019 0.35
H -3.57069 -1.78455 0.37447 -1.158 -1.420 1.326 0.51
H -0.67806 -0.08447 2.10431 -0.259 -1.082 -1.725 0.27
H -0.22052 -1.27248 0.82790 1.305 -0.731 -1.282 0.22
H -1.41439 -1.60307 2.08124 -0.034 -0.043 -1.092 0.41
H -2.20620 0.46418 -2.12087 0.656 -0.446 -0.880 0.49
H -0.70469 -0.50749 -1.71197 0.074 -0.236 -0.206 0.20
H -0.59994 1.28683 -2.10276 0.196 -0.337 -1.014 0.49
H 3.49178 -1.08375 -1.62104 -0.362 -0.753 -0.045 0.42
H 2.42816 -2.47235 -0.90390 0.131 1.988 -0.428 0.32
H 1.78844 -1.18117 -2.14604 0.648 -0.177 1.714 0.30
H 2.10593 1.17110 -1.58464 0.074 -0.698 1.458 0.37
H 0.72773 1.05971 -0.46689 2.184 -0.543 0.591 -0.31
H 2.39988 1.57121 0.06238 1.349 2.705 2.220 0.67
H 0.58474 2.61679 1.84792 -0.541 0.286 -0.844 0.20
H 2.84680 -1.70368 1.30673 -0.009 0.530 -0.080 0.28
H 2.36999 -0.02630 2.02539 0.310 -0.130 -1.646 0.29
H -2.79018 0.28362 1.24659 -0.110 -0.192 -0.012 0.34



No. 3
32
Properties=species:S:1:pos:R:3:forces:R:3:mulliken_charge:R:1 method="wB97M-V/def2-TZVPD" total_charge=+2 lumo_ev=-8.31 e_above_lowest_kj_mol=386.9 gap_ev=9.5
C -2.75595 -1.76612 -0.19092 -4.190 -1.287 -0.549 -0.51
C -3.22379 -0.51996 -0.03785 0.893 -1.126 0.057 -0.27
C -0.84890 -0.55951 -0.15995 -0.390 -0.231 -0.183 -0.38
C 1.99136 1.75438 -0.81719 1.581 -0.518 1.903 -1.66
C 1.92293 -0.08274 1.47598 5.058 0.475 -1.029 -1.24
C 2.39614 -2.01792 -0.18092 -0.206 -3.018 3.501 -1.44
C -2.00020 1.43080 -0.96038 0.499 -1.779 1.043 -0.98
C -1.99469 0.91002 1.40194 -0.694 0.185 1.705 -1.15
C 2.27485 0.26924 -0.95886 0.980 0.021 -3.157 -0.23
C 2.16562 -0.66367 0.15191 -1.031 2.724 -0.520 1.13
N -1.39573 -1.74657 -0.37369 1.804 2.175 0.717 0.13
N -2.08314 0.31560 0.07440 2.996 0.813 -0.081 0.23
H -3.40352 -2.69451 -0.23272 1.189 1.197 -0.086 0.40
H -4.11872 0.03395 0.04190 -1.324 -0.466 0.157 0.57
H 1.80054 2.30814 -1.69213 -0.246 0.242 -1.181 0.44
H 2.81969 2.19013 -0.31441 1.316 0.759 -0.075 0.47
H 1.29762 1.98817 -0.04353 -1.475 -0.222 0.097 0.29
H 1.79390 0.98848 1.51903 0.554 0.146 -0.279 0.40
H 1.12190 -0.44608 1.92928 -3.282 -2.410 2.197 0.42
H 2.89522 -0.42223 2.03254 -1.620 0.684 -0.365 0.33
H 3.45606 -2.16285 0.01256 0.782 0.079 -0.574 0.43
H 2.11805 -2.17846 -1.16728 0.016 -0.732 -1.894 0.49
H 2.07563 -2.89656 0.54507 -0.095 2.059 -1.220 0.36
H -2.65327 2.15874 -0.70550 -2.369 2.238 1.324 0.53
H -1.05603 1.91222 -0.96231 1.123 -0.325 -0.527 0.29
H -2.44896 0.97065 -1.76783 0.168 -0.576 -2.642 0.43
H -1.20838 1.54399 1.69748 1.859 0.247 -0.666 0.44
H -2.78812 1.55111 1.58541 -2.049 1.635 -0.764 0.54
H -2.24416 0.30840 2.23634 0.530 -1.940 0.440 0.47
H 3.19995 -0.05044 -1.69666 -1.309 0.978 2.163 0.48
H 1.63715 0.04369 -1.82582 -0.637 -1.163 0.453 0.38
H -0.74307 -2.47009 -0.61590 -0.430 -0.864 0.035 0.23



No. 4
33
Properties=species:S:1:pos:R:3:forces:R:3:mulliken_charge:R:1 method="wB97M-V/def2-TZVPD" total_charge=+2 lumo_ev=-8.52 e_above_lowest_kj_mol=0.0 smiles="C=[N+]1CC(O)=[N+](C)[C@H]1CC(C)(C)C" gap_ev=9.3
C -1.24302 -1.90415 -0.22916 -1.672 2.006 0.693 -0.38
N -0.79152 -1.27401 0.79987 0.424 -0.033 1.625 0.23
C -0.13004 -1.88474 1.97190 2.635 -1.198 -1.723 -0.59
C -0.16494 -0.81603 2.98515 -0.626 0.085 0.426 0.60
O -0.00403 -0.94043 4.25200 0.283 0.814 0.634 -0.44
N -0.47748 0.33539 2.49950 0.179 -1.775 -3.562 0.06
C -0.40458 1.63484 3.13214 -1.930 -1.332 -1.242 -0.95
C -0.70714 0.18716 0.90941 -1.194 0.936 1.599 -0.51
C 0.45736 0.76723 0.09806 -2.095 2.986 -1.032 -0.68
C 0.40880 0.44378 -1.50732 -0.910 -1.013 2.384 0.93
C 0.69961 -1.08108 -1.67050 0.448 1.371 -1.338 -0.96
C 1.54921 1.27360 -2.11679 -2.397 -0.929 -1.566 -1.40
C -0.89575 0.69507 -2.29051 -0.001 2.797 0.410 -1.55
H -1.93116 -1.34897 -0.88202 0.464 -0.291 0.148 0.36
H -1.34739 -2.94080 -0.16405 0.263 -1.708 -0.233 0.46
H 0.97556 -2.24224 1.72871 -1.761 1.262 0.391 0.35
H -0.53248 -2.83123 2.23877 -1.055 -0.592 0.480 0.57
H 0.19266 -1.77204 4.69793 0.085 -0.513 -0.385 0.40
H -0.87626 2.24897 2.39625 -0.857 0.979 0.296 0.38
H 0.58131 1.89649 3.10300 2.715 0.914 0.799 0.43
H -0.88802 1.49323 4.06840 -0.209 0.827 0.898 0.38
H -1.79646 0.64939 0.73836 2.600 -0.805 -0.014 0.23
H 1.47887 0.46815 0.36669 -0.503 0.017 0.643 0.40
H 0.26975 1.95794 0.30523 0.999 -2.693 -0.807 0.31
H -0.20405 -1.79020 -1.34157 2.078 0.777 -1.406 0.06
H 1.63823 -1.32087 -1.15972 -0.364 -0.634 0.073 0.35
H 0.88108 -1.07578 -2.78301 -0.455 -1.264 1.019 0.50
H 2.48050 1.19805 -1.55076 -0.060 0.258 -0.524 0.41
H 1.49650 0.78860 -3.14502 1.360 1.087 0.869 0.40
H 1.07529 2.27755 -2.24565 1.158 -0.406 0.253 0.44
H -1.25666 1.77921 -2.14563 -0.028 -1.752 0.333 0.39
H -1.67993 -0.05171 -2.31276 -0.293 0.035 0.724 0.32
H -0.68368 0.76614 -3.33626 0.717 -0.211 -0.864 0.50



No. 5
36
Properties=species:S:1:pos:R:3:forces:R:3:mulliken_charge:R:1 method="wB97M-V/def2-TZVPD" total_charge=0 lumo_ev=0.54 e_above_lowest_kj_mol=42.1 smiles="CC[C@H](C)[C@H](NC(=O)[C@@H](N)[C@@H](C)O)C(=O)O" gap_ev=10.4
C 0.44309 3.15742 -3.32400 -0.534 0.226 -0.028 -1.41
C 0.32822 1.66149 -3.08481 -0.022 -0.117 0.214 -0.55
C 0.36893 1.27747 -1.59885 0.747 -0.594 -0.311 0.04
C 1.68810 1.68485 -0.92624 -0.184 0.101 -0.712 -1.58
C 0.08596 -0.23768 -1.41311 -0.481 0.172 -0.102 0.16
N -0.20982 -0.51300 -0.01583 -0.320 -0.808 -0.458 -0.20
C -0.88446 -1.64535 0.33681 -0.008 -0.164 -0.129 0.10
O -1.21033 -2.49900 -0.47176 0.112 0.245 0.225 -0.66
C -1.12453 -1.86021 1.83844 0.644 0.960 -0.261 0.24
N 0.07802 -2.51311 2.36304 -0.071 -0.590 0.523 -0.73
C -1.35146 -0.55574 2.63369 -0.592 -0.427 -0.045 -0.02
C -1.85499 -0.84025 4.05268 -0.345 0.120 -0.388 -1.55
O -0.15008 0.19355 2.67142 0.293 -0.125 0.085 -0.65
C 1.25544 -1.08881 -1.91840 0.085 0.002 -0.796 0.17
O 1.49321 -1.22631 -3.09089 -0.111 0.069 0.520 -0.59
O 2.04161 -1.63021 -0.97828 -0.082 0.003 0.033 -0.53
H 0.31300 3.42829 -4.36941 -0.047 -0.196 -0.154 0.42
H -0.31167 3.73187 -2.76938 0.086 -0.209 0.014 0.33
H 1.40361 3.53910 -3.04042 0.611 0.196 0.237 0.34
H -0.62175 1.30439 -3.47769 -0.105 -0.067 -0.182 0.39
H 1.11455 1.11443 -3.61336 -0.091 0.111 0.005 0.30
H -0.43509 1.78227 -1.09398 -0.560 0.329 0.279 0.51
H 1.72272 1.38030 0.10562 0.089 -0.174 0.502 0.38
H 2.54439 1.24870 -1.45941 -0.144 0.118 0.149 0.31
H 1.77736 2.77034 -0.94318 0.132 -0.019 0.006 0.50
H -0.79602 -0.53335 -2.01288 0.471 0.138 0.191 0.60
H -0.05661 0.15220 0.71102 0.237 0.639 0.397 0.39
H -1.98780 -2.48097 1.89325 -0.861 -0.507 0.091 0.50
H 0.35439 -3.24861 1.71665 0.072 0.052 0.110 0.28
H -0.15311 -2.99334 3.24508 0.227 0.316 -0.550 0.24
H -2.09477 0.05016 2.08885 0.215 -0.116 0.233 0.42
H -1.97229 0.11413 4.56140 -0.102 -0.029 0.117 0.37
H -2.81383 -1.38423 4.05771 0.281 0.272 -0.101 0.37
H -1.14113 -1.42812 4.61764 0.261 -0.123 0.091 0.35
H 0.53694 -0.48126 2.83752 -0.039 0.245 -0.016 0.39
H 1.62018 -1.43141 -0.12895 0.135 -0.049 0.211 0.39



No. 6
35
Properties=species:S:1:pos:R:3:forces:R:3:mulliken_charge:R:1 method="wB97M-V/def2-TZVPD" total_charge=0 lumo_ev="0.65 / -1.91" multiplicity=5 e_above_lowest_kj_mol=117.5 gap_ev="4.7 / 5.9"
C -0.23557 -0.60376 -1.48424 -0.030 -1.090 -3.068 0.07
C -0.51095 0.12380 -2.63614 0.069 -0.528 0.573 -0.52
C -0.29216 1.50250 -2.72211 -0.340 0.236 -0.704 -0.05
C 0.27001 2.28372 -1.69377 0.551 0.057 1.128 -0.52
C 0.59774 1.78728 -0.44442 0.410 1.584 -1.752 0.01
Rh -0.00828 0.09233 0.24751 -0.268 0.082 4.031 -0.54
P 0.24642 -2.11788 0.86713 -0.017 -1.144 -0.045 -0.02
H -0.27956 -1.70841 -1.58894 -0.198 0.746 -0.382 0.25
H -0.89593 -0.42318 -3.50847 0.168 0.383 0.238 0.28
H -0.50912 1.99008 -3.67493 0.034 -0.072 0.267 0.33
H 1.22088 2.41027 0.23548 -0.626 -0.326 -0.464 0.29
H 0.48507 3.33648 -1.89846 0.036 -0.260 -0.164 0.28
H 1.53793 -2.49392 1.38158 -0.818 0.015 0.108 0.10
H 0.21194 -3.05036 -0.21589 -0.002 0.241 0.447 0.07
H -0.73234 -2.74302 1.71788 0.836 0.062 -0.160 0.11
C 0.68778 3.26770 2.87437 0.127 -0.291 0.049 -0.78
N 0.87351 2.27203 3.92309 0.751 1.744 0.260 0.02
C 1.08948 2.85954 5.24282 -0.169 0.292 -0.203 -1.22
C 0.43005 1.00519 3.72694 -1.404 0.482 -1.210 0.68
S -0.71488 0.69188 2.45939 -0.176 -0.050 -0.635 -0.44
N 0.79063 -0.00849 4.53190 1.179 -2.163 1.366 0.04
C 1.48868 0.11194 5.80823 0.056 -0.644 -0.341 -1.19
C 0.27744 -1.35520 4.29781 0.167 0.444 0.211 -1.00
H 0.96494 4.24284 3.28297 -0.022 -0.179 -0.275 0.42
H -0.35710 3.29880 2.54110 0.142 0.129 -0.082 0.35
H 1.33128 3.04378 2.01995 -0.131 0.146 0.050 -0.04
H 0.45502 2.39120 6.00956 0.270 0.193 -0.142 0.36
H 2.15968 2.78607 5.49864 -0.440 0.243 0.302 0.27
H 0.82706 3.92389 5.16683 0.055 -0.320 0.340 0.44
H 0.74882 0.14857 6.62619 0.325 0.071 0.151 0.33
H 2.09272 -0.81106 5.89966 -0.194 0.564 0.261 0.45
H 2.16077 0.96995 5.86812 -0.224 -0.484 -0.093 0.29
H -0.80139 -1.33969 4.09985 0.178 -0.105 0.007 0.47
H 0.80445 -1.83052 3.46058 -0.173 -0.057 0.198 -0.02
H 0.46596 -1.93882 5.20460 -0.120 0.000 -0.268 0.43



Number 1: DFT total energy -56728.348 eV. Number 2: DFT total energy -12173.242 eV. Number 3: DFT total energy -13652.104 eV. Number 4: DFT total energy -15702.009 eV. Number 5: DFT total energy -21865.989 eV. Number 6: DFT total energy -36798.283 eV.